# C4H5OSn

A molecular structure, C4H5OSn (ωB97M-V/def2-TZVPD, the OMol25 dataset).

```
11
Properties=species:S:1:pos:R:3:forces:R:3:lowdin_charge:R:1
H 0.44241 -1.34447 1.06242 -0.8 0.2 -0.7 0.174
C -1.85961 0.45038 -0.51671 0.4 -0.4 0.1 0.048
C -0.80876 0.31269 0.29362 -0.4 0.8 0.3 -0.177
C 0.25996 -0.71939 0.12165 1.1 -1.1 0.3 -0.171
C 1.67146 -0.26173 0.04537 -4.8 -0.5 0.7 -0.486
O 2.08772 0.69867 0.76019 -2.8 1.0 2.6 -0.233
Sn 3.47365 0.27726 -0.48645 7.0 0.1 -3.6 1.447
H -2.01534 -0.21651 -1.36907 0.0 0.2 0.2 0.076
H -0.70275 0.99074 1.14671 0.0 -0.3 -0.3 0.114
H -2.62015 1.21218 -0.33479 0.3 -0.2 0.0 0.078
H 0.07142 -1.39982 -0.72295 0.0 0.1 0.5 0.130
```
Positions in Å, forces in eV/Å.

Output
DFT total energy ... -444.5736 hartree
LUMO energy ... -0.226 Ha
Kohn-Sham gap ... 7.57 eV
Charge ... +1